*i*
The following is a DFT calculation (ωB97M-V with the def2-TZVPD basis set) of a cluster of 7 separate species, C48H109N7O7 in total.

The calculation puts the HOMO energy at -8.530 eV. The gap between HOMO and LUMO is 0.332 hartree. The value obtained for the LUMO energy is 0.52 eV. Its SMILES is CC1(C)CCCC(C)(C)N1O.CC1(C)CCCC(C)(C)N1O.CC1(C)CCCC(C)(C)N1O.CC1(C)CCCC(C)(C)N1O.COC[C@H](C)N.COC[C@H](C)N.COC[C@H](C)N.

```
! RIJCOSX wB97M-V def2-TZVPD def2/J DEFGRID3
* xyz 0 1
C -21.56938 12.82398 7.35236
C -20.59283 11.59243 7.23429
C -19.77163 11.26966 8.53117
C -20.60640 10.56381 9.57096
C -21.22133 9.24619 8.95257
C -22.13692 9.54978 7.69818
N -21.27315 10.32644 6.74271
O -22.02018 10.73183 5.63117
C -22.49547 8.24207 7.03219
C -23.40267 10.13441 8.27968
C -19.51664 11.84447 6.15536
H -22.50973 12.54809 6.83139
H -21.17098 13.72513 6.87517
H -21.69069 13.07440 8.43896
H -18.96546 10.51671 8.21524
H -19.40227 12.25775 8.75269
H -21.37334 11.25366 9.86088
H -20.00343 10.40578 10.42763
H -21.76379 8.71921 9.71241
H -20.33032 8.63450 8.70280
H -23.00964 8.42573 6.07781
H -21.63344 7.67485 6.83326
H -23.25424 7.74658 7.58813
H -24.14023 10.25419 7.48363
H -23.84225 9.41526 8.96703
H -23.29298 11.01015 8.85696
H -18.95296 12.76297 6.48082
H -19.95081 12.15656 5.21024
H -18.77730 11.03109 6.01889
H -21.85476 10.09527 4.95494
C -22.62131 15.63276 19.35508
C -22.69154 14.24873 19.91565
C -23.37381 14.09769 21.22605
C -24.84997 14.43602 21.23525
C -25.62120 13.64818 20.19294
C -24.95944 13.63397 18.80597
N -23.53741 13.34857 18.97166
O -22.91980 13.51572 17.70917
C -25.48648 12.39412 18.04029
C -25.22111 14.86010 17.85431
C -21.33930 13.69883 19.99917
H -22.08928 15.74771 18.41961
H -22.11705 16.31512 19.98021
H -23.60044 16.03358 19.13090
H -23.27279 13.05969 21.55459
H -22.87264 14.74026 21.93012
H -25.05459 15.51030 21.08170
H -25.31415 14.15614 22.18339
H -26.66361 13.92260 20.15319
H -25.73019 12.62484 20.43536
H -25.23225 12.30893 16.99364
H -25.10527 11.50125 18.53688
H -26.56808 12.38650 18.11078
H -25.65520 15.71038 18.37723
H -24.26377 15.10616 17.39787
H -25.99813 14.63359 17.08758
H -20.80113 14.01114 20.90004
H -20.73224 13.86274 19.11610
H -21.39161 12.59906 20.17675
H -22.54294 12.69682 17.52166
C -21.72290 7.90451 19.32001
C -20.74840 8.00393 18.14521
C -19.29521 8.04460 18.67873
C -18.70347 6.75793 19.08251
C -18.98922 5.65106 18.08085
C -20.47561 5.55864 17.66405
N -20.88518 6.90878 17.16013
O -22.25709 6.83541 16.83966
C -20.55809 4.57002 16.51999
C -21.48263 4.96105 18.71649
C -21.02117 9.28411 17.33503
H -21.77803 8.86456 19.75488
H -21.54855 7.23159 20.10654
H -22.73819 7.74686 18.98405
H -18.63513 8.40489 17.90259
H -19.18834 8.80518 19.39749
H -19.03934 6.45424 20.09063
H -17.57984 6.91101 19.16237
H -18.74167 4.68207 18.55453
H -18.46629 5.87272 17.18633
H -20.00509 5.05965 15.69157
H -20.14534 3.55708 16.66151
H -21.59412 4.47552 16.22356
H -21.45568 3.87709 18.59675
H -21.12755 5.15009 19.74620
H -22.51269 5.35145 18.58432
H -20.45102 9.19991 16.40435
H -20.75720 10.16105 17.87739
H -22.07568 9.38457 16.98404
H -22.22972 7.07445 15.90460
C -22.93164 14.00261 14.13905
C -22.15204 12.92112 13.21357
C -21.40285 13.56531 11.98925
C -20.08587 14.37760 12.36090
C -19.17767 13.31673 12.99136
C -19.86649 12.82982 14.30193
N -21.14988 12.12630 13.94093
O -21.80280 11.54636 15.07233
C -18.93115 11.76712 14.86829
C -19.99619 13.95957 15.33856
C -23.22119 11.95753 12.64388
H -23.85501 14.16455 13.61995
H -22.46391 14.95249 14.37560
H -23.20166 13.47475 15.10324
H -21.15112 12.75069 11.34620
H -22.08328 14.27696 11.52633
H -20.25641 15.14310 13.09627
H -19.73906 14.85074 11.40021
H -18.21913 13.77612 13.26897
H -18.94076 12.57270 12.24244
H -17.86408 11.94882 14.80778
H -19.20851 11.51278 15.86879
H -19.13640 10.77441 14.30450
H -19.01625 14.37736 15.70323
H -20.55097 14.84885 14.96646
H -20.46612 13.53796 16.17675
H -22.72281 11.14461 12.07299
H -23.79914 12.47704 11.86539
H -23.85769 11.54331 13.46939
H -21.63233 10.58010 15.06775
C -26.60847 6.92550 10.19303
C -27.82860 7.65585 10.66094
C -28.08277 7.27433 12.09321
O -29.36684 7.90286 12.48151
C -29.79920 7.61835 13.75580
N -27.62376 9.06662 10.37341
H -26.42492 7.16294 9.11971
H -26.75117 5.87103 10.26181
H -25.75227 7.32411 10.76630
H -28.66192 7.29628 10.05203
H -27.30973 7.58352 12.80307
H -28.21197 6.20822 12.22066
H -29.04082 7.55251 14.57964
H -30.39847 6.67726 13.81967
H -30.42835 8.45115 13.98667
H -26.91615 9.48540 10.94793
H -28.48267 9.49851 10.62574
C -29.02148 2.98315 15.21513
C -28.21338 3.88966 16.13376
C -26.74728 3.51768 16.25285
O -26.25331 3.28725 14.96488
C -24.97316 2.72645 14.86131
N -28.47901 5.25833 15.66360
H -28.81312 3.17921 14.13284
H -30.04979 3.25965 15.38112
H -28.85213 1.97425 15.49617
H -28.59636 3.78091 17.16957
H -26.78780 2.56624 16.88890
H -26.27501 4.30126 16.83913
H -24.14413 3.34531 15.19721
H -24.75527 2.65820 13.79157
H -24.92774 1.66090 15.26036
H -28.10921 5.32198 14.70866
H -27.94075 5.94457 16.14657
C -24.66495 7.56059 14.96528
C -24.40609 7.02535 13.59445
C -22.88292 6.81929 13.36111
O -22.13250 8.03272 13.68456
C -20.79224 7.87503 13.30333
N -25.04640 5.76359 13.33676
H -25.69485 7.90246 15.05618
H -23.95888 8.36318 15.18262
H -24.66299 6.68224 15.68251
H -24.71292 7.74228 12.78298
H -22.84052 6.56900 12.24521
H -22.54764 5.91921 13.91147
H -20.31442 7.10235 13.95158
H -20.27334 8.82327 13.31056
H -20.71641 7.48405 12.24334
H -25.51362 5.53273 14.20249
H -25.61223 5.65910 12.47784
*
```

=====

*ii*
The following is a DFT calculation (ωB97M-V with the def2-TZVPD basis set) of a cluster of 7 separate species, C48H109N7O7 in total.

The calculation puts the HOMO energy at -7.946 eV. The gap between HOMO and LUMO is 0.312 hartree. The value obtained for the LUMO energy is 0.55 eV. Its SMILES is CC1(C)CCCC(C)(C)N1O.CC1(C)CCCC(C)(C)N1O.CC1(C)CCCC(C)(C)N1O.CC1(C)CCCC(C)(C)N1O.COC[C@H](C)N.COC[C@H](C)N.COC[C@H](C)N.

```
! RIJCOSX wB97M-V def2-TZVPD def2/J DEFGRID3
* xyz 0 1
C 1.53438 -1.43028 -1.70671
C 0.51613 -0.37462 -2.13196
C 0.63267 0.85283 -1.20415
O -0.45472 1.00657 -0.33678
C -0.37487 0.15139 0.78183
N 0.73831 -0.03291 -3.53923
H 1.30270 -1.85700 -0.72342
H 2.52065 -0.97292 -1.61362
H 1.63256 -2.27502 -2.39253
H -0.50944 -0.75719 -2.01743
H 0.65446 1.73601 -1.85473
H 1.58730 0.87369 -0.66716
H -1.26140 0.20767 1.40311
H 0.55602 0.32320 1.34379
H -0.29881 -0.90752 0.47917
H 0.33858 -0.77243 -4.11627
H 0.26979 0.84497 -3.76856
C -2.90120 -1.16640 -5.50618
C -2.87509 -2.15269 -4.35157
C -1.74593 -3.13336 -4.43486
O -0.54237 -2.42351 -4.65175
C 0.52578 -3.30163 -4.83014
N -2.94077 -1.47756 -3.03517
H -3.80590 -0.56745 -5.45049
H -2.94422 -1.71991 -6.44964
H -2.00128 -0.55482 -5.55345
H -3.81347 -2.71437 -4.47066
H -1.89703 -3.83810 -5.26289
H -1.62788 -3.69446 -3.49558
H 1.45172 -2.75058 -4.97467
H 0.37697 -4.01930 -5.64709
H 0.66215 -3.91714 -3.92036
H -2.29458 -1.91158 -2.38302
H -2.58358 -0.52598 -3.12796
C -3.19022 2.26142 -5.52352
C -2.41974 2.73855 -4.33189
C -1.06775 3.30542 -4.60672
O -0.16985 2.37715 -5.20411
C 1.15640 2.86138 -5.21610
N -3.18506 3.91445 -3.81962
H -2.63024 1.54976 -6.13622
H -3.40486 3.03413 -6.27228
H -4.16223 1.87539 -5.21428
H -2.41087 1.99575 -3.51912
H -0.64566 3.75004 -3.69615
H -1.22503 4.08858 -5.36295
H 1.50443 3.12379 -4.21150
H 1.27505 3.68397 -5.93628
H 1.78463 2.05790 -5.60523
H -4.16221 3.64656 -3.75387
H -2.88411 4.10985 -2.87332
C 4.54777 -2.51323 3.15105
C 3.48105 -3.56107 3.55036
C 2.07893 -2.97789 3.47538
C 1.54700 -2.80343 2.03748
C 1.54513 -4.16924 1.35970
C 2.92271 -4.83597 1.36212
N 3.43765 -4.78276 2.73444
O 4.66810 -5.50529 2.83391
C 2.73592 -6.30328 0.97416
C 3.80824 -4.10389 0.34569
C 3.72415 -3.95585 5.00863
H 4.81516 -2.58921 2.09379
H 5.50013 -2.65784 3.66138
H 4.16876 -1.49656 3.26504
H 1.33333 -3.60423 3.97997
H 2.00744 -2.02787 4.01866
H 2.10608 -2.03163 1.49793
H 0.56516 -2.37538 2.26703
H 1.22625 -4.01052 0.32198
H 0.79330 -4.78728 1.85852
H 2.13491 -6.79582 1.74418
H 2.31995 -6.40912 -0.02376
H 3.69418 -6.83066 0.99258
H 3.68572 -3.02010 0.34553
H 4.87228 -4.28393 0.54626
H 3.67413 -4.47184 -0.67649
H 2.92771 -4.51757 5.50248
H 3.85484 -3.03501 5.58965
H 4.63762 -4.54214 5.12710
H 4.40830 -6.33995 3.23803
C -1.45370 6.16080 0.21257
C -0.81744 5.01842 1.02111
C -0.59004 5.48776 2.44866
C -1.88015 5.62067 3.25171
C -2.51736 4.25384 3.29402
C -2.79961 3.68228 1.88830
N -1.60661 3.79487 1.06886
O -1.83905 3.29610 -0.22049
C -3.10938 2.22014 2.11529
C -4.02343 4.40561 1.27586
C 0.56153 4.67118 0.45608
H -2.20095 6.69156 0.80429
H -1.96312 5.87107 -0.70647
H -0.67076 6.86391 -0.08557
H -0.05227 4.65318 2.92345
H 0.05515 6.35834 2.56568
H -2.54782 6.40821 2.88556
H -1.62753 5.97296 4.25939
H -3.47775 4.29009 3.80957
H -1.80864 3.59973 3.80625
H -3.97602 2.05583 2.75188
H -3.28247 1.70075 1.16147
H -2.22959 1.70443 2.51444
H -3.77131 4.86525 0.32733
H -4.84373 3.70372 1.11741
H -4.38701 5.17321 1.96032
H 0.48318 4.13365 -0.49060
H 1.05641 3.97275 1.13817
H 1.17264 5.56822 0.36705
H -1.36831 2.44104 -0.18892
C -7.37928 -2.27620 1.40587
C -6.10936 -2.47387 2.22895
C -6.13485 -3.90853 2.74009
C -4.75338 -4.38474 3.22499
C -3.72489 -4.21415 2.11860
C -3.62311 -2.77554 1.60765
N -4.96076 -2.27517 1.32827
O -4.91731 -0.93724 0.85016
C -2.87077 -1.89515 2.61947
C -2.91704 -2.81340 0.28160
C -6.10913 -1.51468 3.42295
H -7.26072 -2.73227 0.41986
H -7.60311 -1.22675 1.20980
H -8.19216 -2.76748 1.94096
H -6.86215 -3.95941 3.55229
H -6.47570 -4.57013 1.93666
H -4.85612 -5.46189 3.41496
H -4.53204 -3.93665 4.19654
H -4.09465 -4.81805 1.28217
H -2.74717 -4.56993 2.44371
H -3.24973 -0.87262 2.53917
H -3.02059 -2.24483 3.64194
H -1.79264 -1.81718 2.45883
H -3.32326 -3.52113 -0.44832
H -2.93004 -1.87303 -0.28271
H -1.83947 -3.00527 0.39129
H -7.14182 -1.37835 3.76705
H -5.69400 -0.52826 3.23330
H -5.58390 -1.95173 4.27741
H -5.26360 -0.99477 -0.04904
C 5.56686 2.87783 -2.52370
C 5.37257 1.96540 -1.31355
C 6.73669 1.52254 -0.85040
C 6.68163 0.80616 0.50373
C 6.05164 1.73479 1.54897
C 4.74120 2.41465 1.14377
N 4.74732 2.75919 -0.26704
O 3.50646 3.31565 -0.67618
C 3.58959 1.46551 1.54646
C 4.57875 3.69704 1.96847
C 4.49211 0.78344 -1.70984
H 4.61427 3.33093 -2.79045
H 5.93713 2.29736 -3.37401
H 6.32833 3.63631 -2.33823
H 7.12588 0.86312 -1.63028
H 7.38476 2.39707 -0.75099
H 7.69183 0.52823 0.79562
H 6.00273 -0.04635 0.42116
H 6.75699 2.46974 1.95652
H 5.82893 1.09372 2.41126
H 3.72394 0.46901 1.10907
H 3.46238 1.35541 2.62131
H 2.65523 1.83771 1.10711
H 4.71737 3.48081 3.02529
H 5.30376 4.42812 1.60506
H 3.57443 4.09365 1.81144
H 4.96290 0.21960 -2.52146
H 3.50366 1.10003 -2.04077
H 4.37023 0.11091 -0.86200
H 3.65611 4.26811 -0.70292
*
```

=====

The structure with the most favorable energy is *ii*; the runner-up is 0.1033 hartree above it.

=====

*i*
The following is a DFT calculation (ωB97M-V with the def2-TZVPD basis set) of a structure of composition C11H16O5PTi.

The calculation puts the HOMO energy at -20.607 eV. The gap between HOMO and LUMO is 0.184 hartree. The value obtained for the LUMO energy is -15.61 eV.

```
! RIJCOSX wB97M-V def2-TZVPD def2/J DEFGRID3
* xyz 3 1
O -3.46536 -3.76216 -2.57351
C -3.02797 -3.08699 -1.75431
Ti -0.03861 0.04257 -0.03199
C 0.43066 0.96272 1.87897
O 0.66949 1.40237 2.93507
C 1.54549 0.66683 -1.10573
O 2.43336 0.88600 -1.82291
C -1.39800 1.44599 -0.93945
O -2.10122 2.17557 -1.53650
C 1.08221 -1.79617 0.41801
O 1.80079 -2.68341 0.62946
H -0.35458 -0.83531 -1.39933
C 3.52874 2.97525 0.32202
C 2.18981 3.40807 0.95784
P 0.69027 2.80483 0.05670
C -0.72319 3.54778 1.00564
C -0.32605 4.62903 2.03311
C 0.92385 3.73676 -1.53025
C 1.17088 5.24477 -1.34579
H 3.63279 1.88640 0.31187
H 4.33167 3.39883 0.93894
H 3.64824 3.35920 -0.71105
H 2.12356 3.01581 1.99530
H 2.12102 4.52045 0.97683
H -1.45356 3.91267 0.26395
H -1.21208 2.70684 1.52668
H 0.15512 5.47673 1.52886
H -1.24472 4.96621 2.53073
H 0.35100 4.20693 2.80038
H 1.77484 3.26009 -2.05258
H 0.04142 3.52592 -2.15865
H 0.35955 5.68484 -0.75084
H 2.13853 5.42229 -0.83882
H 1.19404 5.71604 -2.34058
*
```

=====

*ii*
The following is a DFT calculation (ωB97M-V with the def2-TZVPD basis set) of a structure of composition C11H16O5PTi.

The calculation puts the HOMO energy at -21.698 eV. The gap between HOMO and LUMO is 0.218 hartree. The value obtained for the LUMO energy is -15.77 eV.

```
! RIJCOSX wB97M-V def2-TZVPD def2/J DEFGRID3
* xyz 3 1
O 0.00226 2.08260 -4.58000
C 0.02410 1.48520 -3.59224
Ti 0.15360 -0.51398 0.38263
C -0.48883 0.65444 1.91855
O -0.83786 1.37792 2.77182
C -0.21049 -2.46681 -0.14230
O -0.39504 -3.55919 -0.51594
C 1.79908 0.23294 -0.62058
O 2.86934 0.69041 -0.90301
C -1.77554 -0.04779 -0.30794
O -2.85837 0.32641 -0.57585
H 0.63212 -0.25298 -1.31376
C 0.04894 -3.36198 3.19798
C 0.88317 -2.10918 3.50028
P 1.70224 -1.39334 2.00308
C 2.84283 -0.08603 2.59070
C 3.11949 -0.00342 4.09083
C 2.87531 -2.63797 1.35196
C 3.81052 -3.20616 2.40097
H -0.81985 -3.12768 2.56874
H -0.33996 -3.79636 4.13330
H 0.62343 -4.14277 2.68696
H 0.21392 -1.33619 3.90566
H 1.62969 -2.34126 4.28876
H 3.78402 -0.23862 2.04431
H 2.44860 0.88383 2.26335
H 3.62435 -0.88782 4.49659
H 3.76592 0.86734 4.27188
H 2.19128 0.15491 4.65233
H 2.28378 -3.40951 0.83997
H 3.44012 -2.09302 0.57951
H 4.46162 -2.43727 2.82922
H 3.26732 -3.72144 3.19836
H 4.44778 -3.94376 1.90186
*
```

=====

The structure with the most favorable energy is *ii*; the runner-up is 0.0087 hartree above it.